Molecular formula: C3H6ClFO
Method: DFT, wB97M-V/def2-TZVPD

For the energy above the lowest of the compared OMol25 structures with the same formula, charge and spin, the calculation gives 24.4 kcal/mol. Its SMILES is OCC[C@@H](F)Cl. The calculation puts the electronic energy at -20494.75852 eV. Its LUMO energy is 0.867 eV. Its orbital gap is 11.27 eV.

Geometry as ORCA input:
```
! RIJCOSX wB97M-V def2-TZVPD def2/J DEFGRID3
* xyz 0 1
Cl -2.072 -1.113 -0.096
F -1.204 0.961 -1.074
O 1.035 -1.565 -0.472
C 1.139 -0.178 -0.331
C -1.205 0.479 0.135
C 0.226 0.364 0.760
H 0.929 0.453 -1.341
H 0.407 1.357 0.983
H 0.257 -0.243 1.732
H 0.115 -1.597 -0.819
H -1.835 1.022 0.793
H 2.207 0.061 -0.269
*
```

Partial atomic charges computed with the Mulliken method, in multiples of e: Cl -0.23; F -0.23; O -0.45; C -0.53; C 0.01; C -0.41; H 0.21; H 0.33; H 0.25; H 0.33; H 0.33; H 0.38



Molecular formula: C3H6ClN
Method: DFT, wB97M-V/def2-TZVPD

For the energy above the lowest of the compared OMol25 structures with the same formula, charge and spin, the calculation gives 41.9 kcal/mol. Its SMILES is C[C@H]1C=N1.Cl. The calculation puts the electronic energy at -17218.27603 eV. Its LUMO energy is 1.146 eV. Its orbital gap is 11.07 eV.

Geometry as ORCA input:
```
! RIJCOSX wB97M-V def2-TZVPD def2/J DEFGRID3
* xyz 0 1
Cl 0.471 -1.224 -3.707
N -0.154 0.350 -0.789
C 0.466 -0.021 1.806
C -0.607 -0.023 0.652
C -0.898 1.123 -0.119
H -1.352 -0.889 0.561
H 1.453 -1.219 -4.543
H 1.018 0.947 1.853
H -1.338 2.052 -0.094
H 1.154 -0.933 1.722
H -0.212 -0.162 2.657
*
```

Partial atomic charges computed with the Mulliken method, in multiples of e: Cl -0.24; N -0.37; C -0.86; C 0.13; C -0.33; H 0.31; H 0.23; H 0.29; H 0.32; H 0.23; H 0.27



Molecular formula: C3H6ClN3
Method: DFT, wB97M-V/def2-TZVPD

For the energy above the lowest of the compared OMol25 structures with the same formula, charge and spin, the calculation gives 43.0 kcal/mol. Its SMILES is NN/C=N\C=C\Cl. The calculation puts the electronic energy at -20198.86525 eV. Its LUMO energy is 0.697 eV. Its orbital gap is 8.91 eV.

Geometry as ORCA input:
```
! RIJCOSX wB97M-V def2-TZVPD def2/J DEFGRID3
* xyz 0 1
Cl -3.517 0.325 0.047
N 1.768 0.407 -0.097
N 0.101 -1.246 0.082
N 0.908 1.529 -0.129
C -1.012 -0.539 0.381
C -2.080 -0.562 -0.378
C 1.302 -0.848 0.086
H 0.072 1.218 -0.619
H 2.768 0.606 -0.163
H 0.720 1.750 0.876
H -2.193 -1.205 -1.246
H 2.119 -1.560 -0.106
H -0.956 0.125 1.267
*
```

Partial atomic charges computed with the Mulliken method, in multiples of e: Cl -0.20; N -0.01; N -0.58; N -0.73; C -0.42; C -0.10; C 0.06; H 0.38; H 0.21; H 0.28; H 0.39; H 0.32; H 0.38



Molecular formula: C3H6ClN3
Method: DFT, wB97M-V/def2-TZVPD

For the energy above the lowest of the compared OMol25 structures with the same formula, charge and spin, the calculation gives 41.4 kcal/mol. Its SMILES is [H]/N=C\N(N)/C=C\Cl. The calculation puts the electronic energy at -20198.93464 eV. Its LUMO energy is 0.721 eV. Its orbital gap is 9.70 eV.

Geometry as ORCA input:
```
! RIJCOSX wB97M-V def2-TZVPD def2/J DEFGRID3
* xyz 0 1
Cl 2.613 0.204 -0.662
N -1.747 -0.612 -0.718
N 0.241 2.167 0.351
N -0.559 0.004 -0.324
C -0.503 1.402 -0.329
C 1.655 -0.807 0.394
C 0.304 -0.699 0.497
H -1.061 1.834 -1.175
H -0.156 -1.290 1.298
H -1.538 -1.364 -1.385
H 0.746 1.666 1.043
H 2.290 -1.494 0.924
H -2.286 -1.011 0.087
*
```

Partial atomic charges computed with the Mulliken method, in multiples of e: Cl -0.14; N -0.75; N -0.64; N 0.30; C 0.13; C -0.24; C -0.45; H 0.38; H 0.27; H 0.26; H 0.25; H 0.38; H 0.26



Molecular formula: C3H6ClN3
Method: DFT, wB97M-V/def2-TZVPD

For the energy above the lowest of the compared OMol25 structures with the same formula, charge and spin, the calculation gives 62.6 kcal/mol. Its SMILES is NN/C=N\C=C\Cl. The calculation puts the electronic energy at -20198.01846 eV. Its LUMO energy is 0.613 eV. Its orbital gap is 9.57 eV.

Geometry as ORCA input:
```
! RIJCOSX wB97M-V def2-TZVPD def2/J DEFGRID3
* xyz 0 1
Cl 3.041 -0.506 -0.059
N -3.494 -0.735 0.014
N -0.581 1.291 -0.337
N -2.153 -0.505 0.198
C -1.726 0.837 -0.042
C 0.458 0.296 -0.289
C 1.535 0.498 0.534
H -2.578 1.415 0.260
H 1.655 1.358 1.161
H 0.436 -0.706 -0.875
H -1.466 -1.302 0.012
H -3.850 -1.139 0.893
H -3.909 -1.157 -0.783
*
```

Partial atomic charges computed with the Mulliken method, in multiples of e: Cl -0.24; N -0.59; N -0.53; N -0.04; C 0.06; C -0.14; C -0.27; H 0.42; H 0.41; H 0.28; H 0.23; H 0.22; H 0.19



Molecular formula: C3H6ClN3S
Method: DFT, wB97M-V/def2-TZVPD

For the energy above the lowest of the compared OMol25 structures with the same formula, charge and spin, the calculation gives 42.2 kcal/mol. Its SMILES is [H]/N=C(\NS)N/C=C\Cl. The calculation puts the electronic energy at -31034.68833 eV. Its LUMO energy is 0.485 eV. Its orbital gap is 9.32 eV.

Geometry as ORCA input:
```
! RIJCOSX wB97M-V def2-TZVPD def2/J DEFGRID3
* xyz 0 1
Cl 2.382 -1.569 -0.328
S -3.228 -0.797 -0.026
N -0.330 -1.049 1.039
N 0.208 0.968 -0.160
N -1.882 0.231 -0.402
C 1.618 1.049 0.162
C 2.553 0.125 0.124
C -0.620 -0.097 0.210
H -0.408 1.793 -0.514
H 3.560 0.365 0.507
H -1.811 0.464 -1.370
H 1.934 2.042 0.479
H -2.849 -1.905 -0.889
H -1.127 -1.620 1.167
*
```

Partial atomic charges computed with the Mulliken method, in multiples of e: Cl -0.16; S -0.21; N -0.61; N -0.25; N -0.40; C -0.19; C -0.25; C 0.46; H 0.31; H 0.31; H 0.30; H 0.30; H 0.17; H 0.22



Molecular formula: C3H6ClNO
Method: DFT, wB97M-V/def2-TZVPD

For the energy above the lowest of the compared OMol25 structures with the same formula, charge and spin, the calculation gives 0.0 kcal/mol. The calculation puts the electronic energy at -19263.51123 eV. Its LUMO energy (alpha / beta) is 0.944 / -0.753 eV. Its orbital gap (alpha / beta) is 7.33 / 9.73 eV.

Geometry as ORCA input:
```
! RIJCOSX wB97M-V def2-TZVPD def2/J DEFGRID3
* xyz 0 3
Cl -1.254 -1.444 1.282
O -1.696 -0.483 -2.333
N 1.335 -1.299 0.290
C 0.021 0.724 0.042
C -1.054 -1.417 -1.979
C 0.032 -0.742 0.150
H -1.031 -2.484 -2.386
H 1.337 -2.223 0.714
H 1.019 0.898 -0.219
H -0.561 1.012 -0.884
H -0.524 1.308 0.699
H 1.822 -0.603 0.846
*
```

Partial atomic charges computed with the Mulliken method, in multiples of e: Cl -0.25; O -0.35; N -0.60; C -1.13; C 0.11; C 0.48; H 0.26; H 0.28; H 0.40; H 0.21; H 0.37; H 0.23



Molecular formula: C3H6ClNO
Method: DFT, wB97M-V/def2-TZVPD

For the energy above the lowest of the compared OMol25 structures with the same formula, charge and spin, the calculation gives 28.7 kcal/mol. The calculation puts the electronic energy at -19262.26834 eV. Its LUMO energy (alpha / beta) is 0.845 / -3.415 eV. Its orbital gap (alpha / beta) is 6.86 / 6.98 eV.

Geometry as ORCA input:
```
! RIJCOSX wB97M-V def2-TZVPD def2/J DEFGRID3
* xyz 0 3
Cl -2.137 0.958 0.272
O -1.713 -1.552 -0.485
N 0.318 -1.004 1.127
C 1.210 0.934 -0.161
C 0.260 -0.117 0.226
C -1.090 -0.048 -0.546
H -1.106 -1.927 0.248
H 1.301 1.627 0.662
H 1.112 -0.989 1.784
H 2.194 0.525 -0.431
H -1.149 0.272 -1.610
H 0.800 1.321 -1.085
*
```

Partial atomic charges computed with the Mulliken method, in multiples of e: Cl -0.15; O -0.57; N -0.52; C -1.00; C 0.44; C 0.00; H 0.36; H 0.30; H 0.24; H 0.35; H 0.28; H 0.27



Molecular formula: C3H6ClNO4
Method: DFT, wB97M-V/def2-TZVPD

For the energy above the lowest of the compared OMol25 structures with the same formula, charge and spin, the calculation gives 0.0 kcal/mol. Its SMILES is O=C(O)OCl.CC(N)=O. The calculation puts the electronic energy at -25409.50035 eV. Its LUMO energy is -0.479 eV. Its orbital gap is 9.67 eV.

Geometry as ORCA input:
```
! RIJCOSX wB97M-V def2-TZVPD def2/J DEFGRID3
* xyz 0 1
Cl 1.876 2.312 -0.837
O -1.022 2.227 0.454
O 0.510 3.295 -0.831
O 0.325 -1.101 -1.115
O -1.214 2.203 -1.810
N 0.321 -2.849 0.305
C 0.247 -1.521 0.027
C 0.048 -0.595 1.198
C -0.622 2.512 -0.633
H 0.448 -3.486 -0.463
H -0.863 -0.027 1.029
H 0.256 -3.211 1.237
H 0.879 0.106 1.235
H -0.030 -1.107 2.156
H -1.158 1.241 -1.950
*
```

Partial atomic charges computed with the Mulliken method, in multiples of e: Cl 0.04; O -0.43; O -0.21; O -0.61; O -0.44; N -0.38; C 0.61; C -0.66; C 0.63; H 0.23; H 0.17; H 0.19; H 0.17; H 0.32; H 0.38



- Look up the electronic energy of the seventh one.
  -19263.51123 eV